Entry 1:
C3H9N | ωB97M-V/def2-TZVPD

Each line ends with the Löwdin charge.
Positions of all 13 atoms, in Å:
1 C -0.93 0.53 -2.48  -0.07
2 H 0.05 0.72 -3.01  0.03
3 H -0.90 1.16 -1.56  0.00
4 H -0.79 -0.51 -2.12  0.01
5 H -1.85 0.72 -3.06  0.02
6 C 1.38 -0.94 1.50  -0.14
7 C -0.46 0.56 1.68  -0.09
8 N 0.32 -0.28 2.28  -0.10
9 H 2.05 -1.43 2.22  0.07
10 H 1.94 -0.20 0.86  0.09
11 H 0.90 -1.77 1.08  0.05
12 H -1.57 0.34 1.83  0.09
13 H -0.14 1.09 0.79  0.04

Calculated values
Charge: 0
SMILES string: C=NC.C
Kohn-Sham gap in eV: 9.87

Entry 2:
C4H6O2S2 | ωB97M-V/def2-TZVPD

Each line ends with the Löwdin charge.
Positions of all 14 atoms, in Å:
1 C 0.84 -0.68 -0.43  -0.43
2 C -0.57 -0.83 -0.48  -0.54
3 C 0.01 0.51 0.12  -0.78
4 C 0.35 0.85 1.46  -0.27
5 H 1.47 0.66 -1.93  0.17
6 H 1.33 -0.94 0.47  0.12
7 H -1.00 -0.45 -1.45  0.12
8 H -2.18 -2.19 0.91  -0.16
9 H -1.34 2.17 -0.59  -0.07
10 H 0.17 -0.01 2.26  0.17
11 O 1.60 -0.46 -1.62  -0.09
12 O 0.47 2.03 1.83  0.01
13 S -0.96 -2.37 0.42  0.80
14 S -0.18 1.70 -0.96  0.96

Calculated values
Charge: 0
SMILES string: O=C[C@@]1(S)[C@H](O)[C@H]1S
Kohn-Sham gap in eV: 9.81

Entry 3:
C9H8I2O | ωB97M-V/def2-TZVPD

Each line ends with the Löwdin charge.
Positions of all 20 atoms, in Å:
1 C 2.18 0.93 -1.77  -0.07
2 C 2.51 0.56 -0.48  -0.10
3 C 1.00 0.44 -2.38  -0.07
4 C 1.73 -0.26 0.33  -0.02
5 C 0.38 -0.58 -1.69  -0.05
6 C 0.60 -0.87 -0.33  -0.27
7 C -0.15 -1.74 0.38  -0.11
8 C -2.36 0.19 2.40  -0.33
9 C -1.99 0.14 0.93  -1.15
10 O -0.52 -2.68 0.93  0.23
11 I -1.15 2.12 0.18  0.61
12 I -3.61 -0.42 -0.34  0.65
13 H 2.75 1.55 -2.46  0.11
14 H 3.52 0.92 -0.01  0.15
15 H 0.80 0.62 -3.33  0.07
16 H 2.01 -0.51 1.26  0.08
17 H -0.41 -1.19 -2.12  0.12
18 H -3.04 0.97 2.73  0.07
19 H -2.62 -0.75 2.67  0.01
20 H -1.60 0.56 3.08  0.06

Calculated values
Charge: 0
Kohn-Sham gap (spin up / spin down) in eV: 5.76 / 6.83

The E_tot results, record by record, are as follows: -4744.78556; -30006.59177; -27706.84010 eV.